1.
DFT (ωB97M-V with the def2-TZVPD basis set) results for a molecular structure, C30H26AsCuN3O5S in a non-equilibrium geometry.

The geometry in ORCA input format:
```
! RIJCOSX wB97M-V def2-TZVPD def2/J DEFGRID3
* xyz 0 2
Cu 0.6820 1.3167 1.5850
C -0.4954 -6.0565 -0.5493
C 0.0937 -4.8596 0.1592
C 0.6404 -3.8028 -0.5580
C 1.1449 -2.6864 0.0936
C 1.0943 -2.6258 1.4776
C 0.5721 -3.6791 2.2217
C 0.0870 -4.7904 1.5566
S 1.4772 -1.1151 2.2866
O 1.9247 -1.3990 3.6221
O 2.3603 -0.3664 1.4036
N 0.0477 -0.3079 2.2818
C -0.4589 0.2615 3.4899
C -0.8257 -0.4420 4.6327
C -1.2689 0.2809 5.7199
C -1.3524 1.6672 5.6407
C -0.9941 2.2799 4.4596
N -0.5604 1.5964 3.3957
H -0.4017 -5.9611 -1.6317
H -1.5556 -6.1606 -0.3096
H 0.0002 -6.9814 -0.2444
H 0.6654 -3.8437 -1.6425
H 1.5711 -1.8631 -0.4629
H 0.5645 -3.6228 3.3055
H -0.3127 -5.6225 2.1273
H -0.7351 -1.5201 4.6539
H -1.5453 -0.2307 6.6337
H -1.6878 2.2593 6.4801
H -1.0593 3.3551 4.3384
O 2.2032 2.6092 2.6223
N 2.0348 3.4000 1.6601
O 2.6532 4.4121 1.4702
O 1.0814 3.0328 0.8244
C -1.2599 -2.6607 -3.5950
C -2.0227 -2.2161 -2.5215
C -1.5830 -1.1505 -1.7492
C -0.3833 -0.5085 -2.0502
C 0.3912 -0.9761 -3.1057
C -0.0514 -2.0430 -3.8815
As 0.2745 0.9001 -0.8675
C -1.2868 2.0802 -0.8786
C -2.2693 1.7866 0.0702
C -3.4016 2.5827 0.1859
C -3.5527 3.6920 -0.6344
C -2.5672 4.0026 -1.5632
C -1.4383 3.2033 -1.6836
C 1.6009 1.7413 -1.9892
C 2.8828 1.8779 -1.4651
C 3.8794 2.4820 -2.2182
C 3.5986 2.9456 -3.4965
C 2.3247 2.7900 -4.0319
C 1.3283 2.1830 -3.2820
H -1.6072 -3.4868 -4.2049
H -2.9588 -2.7055 -2.2804
H -2.1788 -0.8239 -0.9090
H 1.3415 -0.5123 -3.3294
H 0.5553 -2.3932 -4.7084
H -2.1433 0.9426 0.7400
H -4.1558 2.3441 0.9262
H -4.4287 4.3230 -0.5395
H -2.6713 4.8785 -2.1926
H -0.6680 3.4795 -2.3899
H 3.1003 1.5117 -0.4684
H 4.8730 2.5975 -1.8031
H 4.3751 3.4248 -4.0806
H 2.1093 3.1412 -5.0339
H 0.3479 2.0325 -3.7129
*
```

The value obtained for the highest occupied orbital energy (alpha / beta) is -8.6 / -8.7 eV. As for the expectation value of S²: 0.75. For the maximum force, the calculation gives 0.031 Eh/bohr. The value obtained for the LUMO energy (alpha / beta) is 0.0208 / -0.0330 Ha. Its total energy is -162549.38006 eV. The orbital gap (alpha / beta) comes out at 9.1499 / 7.8323 eV.

---

2.
DFT (ωB97M-V with the def2-TZVPD basis set) results for a single C6H6 molecule.

The geometry in ORCA input format:
```
! RIJCOSX wB97M-V def2-TZVPD def2/J DEFGRID3
* xyz 0 1
C 2.8738 0.4245 0.4239
C 1.7108 0.2241 0.6605
C 0.2914 -0.0389 0.9194
C -0.3818 -0.8127 -0.1879
C -1.6319 -0.5106 -0.6937
C -2.8781 -0.1219 -0.6911
H 3.9054 0.6086 0.2180
H -0.2441 0.8978 1.1003
H 0.1954 -0.6369 1.8397
H -0.9673 -0.4574 -1.6522
H 0.1972 -1.6121 -0.6456
H -3.2406 0.5705 -1.4521
*
```

The value obtained for the highest occupied orbital energy (alpha / beta) is -8.0 / -8.0 eV. For the maximum force, the calculation gives 0.010 Eh/bohr. The value obtained for the LUMO energy (alpha / beta) is -0.0114 / -0.0114 Ha. Its total energy is -6311.89728 eV. The orbital gap (alpha / beta) comes out at 7.7318 / 7.7293 eV.

---

3.
DFT (ωB97M-V with the def2-TZVPD basis set) results for 2 unconnected molecules or ions with the total composition C3F3N in a non-equilibrium geometry.

The geometry in ORCA input format:
```
! RIJCOSX wB97M-V def2-TZVPD def2/J DEFGRID3
* xyz 0 1
C -2.4474 0.0315 -0.1253
C 0.5340 0.6956 0.0091
C 1.2654 -0.3570 -0.0748
N -3.4543 -0.4117 0.1676
F 0.8534 1.9512 -0.0272
F 2.5776 -0.3632 0.1341
F 0.6713 -1.5465 -0.0835
*
```

The value obtained for the highest occupied orbital energy (alpha / beta) is -11.1 / -11.1 eV. For the maximum force, the calculation gives 0.090 Eh/bohr. The value obtained for the LUMO energy (alpha / beta) is -0.1720 / -0.1720 Ha. Its total energy is -12744.94427 eV. The orbital gap (alpha / beta) comes out at 6.4343 / 6.4333 eV.

---

4.
DFT (ωB97M-V with the def2-TZVPD basis set) results for 2 unconnected molecules or ions with the total composition C11H15N in a non-equilibrium geometry.

The geometry in ORCA input format:
```
! RIJCOSX wB97M-V def2-TZVPD def2/J DEFGRID3
* xyz 0 1
C -1.8138 -1.9577 -0.8853
C -1.0821 -0.6633 -0.8909
C -1.6320 0.5197 -1.2849
N -0.5837 1.4103 -1.6986
C 0.6255 0.8044 -1.3781
C 1.9030 1.3052 -1.5089
C 2.9829 0.5182 -1.2539
C 2.6650 -0.8610 -0.9451
C 1.3680 -1.3580 -0.6879
C 0.3178 -0.4781 -0.9019
H -2.1899 -2.2748 0.1194
H -1.0601 -2.7096 -1.1781
H -2.6756 -2.0920 -1.6199
H -2.6561 0.8811 -0.9622
H -0.8358 2.4180 -1.6119
H 2.0550 2.4026 -1.7723
H 4.0784 0.5522 -1.5042
H 3.5528 -1.4412 -0.8371
H 1.2850 -2.3713 -0.2016
C -0.4533 0.5340 1.9519
C -1.0585 0.9127 3.3638
H -0.8221 1.2458 1.1410
H 0.6509 0.2316 1.9735
H -0.9200 -0.4287 1.5373
H -2.2305 0.5510 3.3466
H -0.8553 2.0254 3.5139
H -0.6156 0.3233 4.1756
*
```

As for the SMILES: Cc1c[nH]c2ccccc12.CC. The value obtained for the highest occupied orbital energy is -7.9 eV. For the maximum force, the calculation gives 0.076 Eh/bohr. The value obtained for the LUMO energy is 0.0316 Ha. Its total energy is -13138.52957 eV. The orbital gap comes out at 8.7918 eV.

---

5.
DFT (ωB97M-V with the def2-TZVPD basis set) results for a molecular structure, C34H47AsClGe2N2NaO4S2 in a non-equilibrium geometry.

The geometry in ORCA input format:
```
! RIJCOSX wB97M-V def2-TZVPD def2/J DEFGRID3
* xyz -2 1
Na 0.2476 -0.2961 -0.9694
C -0.9298 -0.3175 4.4591
C -0.2341 -0.1535 3.1257
S -1.2180 0.5270 1.8040
C 1.0430 -0.5629 2.9219
C 1.7847 -1.1616 4.1042
S 1.9469 -0.4900 1.4398
H -2.0096 -0.2411 4.3315
H -0.6358 0.4470 5.1881
H -0.7163 -1.2867 4.9213
H 1.4524 -2.1903 4.2849
H 1.6177 -0.5976 5.0257
H 2.8504 -1.1912 3.8914
O 3.6468 -4.0594 -4.3220
C 3.3904 -4.9178 -3.3556
O 3.9031 -6.0169 -3.3089
C 2.4374 -4.4647 -2.3040
C 2.0756 -5.1724 -1.1735
Cl 2.6363 -6.6774 -0.5903
N 1.1913 -4.4258 -0.4745
N 0.9750 -3.2489 -1.0882
C 1.6915 -3.2617 -2.1914
C 1.5880 -2.0621 -3.1144
O 2.3555 -2.0661 -4.1101
O 0.7664 -1.1909 -2.7884
C 0.4250 -4.7101 0.6911
C -0.1067 -5.9734 0.9036
C -0.9117 -6.1868 2.0131
C -1.2014 -5.1426 2.8813
C -0.6766 -3.8795 2.6402
C 0.1474 -3.6553 1.5483
H 3.1079 -3.1723 -4.2316
H 0.0819 -6.7754 0.2028
H -1.3316 -7.1709 2.1806
H -1.8422 -5.3107 3.7375
H -0.9070 -3.0458 3.2907
H 0.5658 -2.6717 1.3570
C 1.9995 3.3325 0.9361
C 1.2717 2.9674 2.2226
Ge -0.6617 2.7006 2.0588
C -1.4343 3.2273 3.8022
C -2.9396 3.0133 3.8922
C -1.4488 3.9898 0.8288
C -1.4793 3.9837 -0.5092
Ge -0.9832 2.2647 -1.4820
C -1.1098 2.7502 -3.4471
C 0.2577 2.9613 -4.0889
C -2.8688 1.4955 -1.2678
C -3.9925 2.2075 -2.0133
C -1.9728 5.1952 -1.1965
C -3.2046 5.7716 -0.8783
C -3.6472 6.9198 -1.5186
C -2.8648 7.5252 -2.4921
C -1.6398 6.9590 -2.8245
C -1.2069 5.8042 -2.1938
H 3.0533 3.5542 1.1297
H 1.5512 4.2011 0.4473
H 1.9555 2.5030 0.2309
H 1.3829 3.7586 2.9743
H 1.6886 2.0497 2.6384
H -1.1858 4.2861 3.9388
H -0.9137 2.6793 4.5912
H -3.4601 3.5454 3.0922
H -3.3571 3.3558 4.8448
H -3.1844 1.9565 3.7757
H -1.8022 4.8849 1.3567
H -1.7561 3.6178 -3.6227
H -1.6037 1.8983 -3.9275
H 0.7917 3.7995 -3.6302
H 0.2007 3.1636 -5.1651
H 0.8892 2.0813 -3.9510
H -3.0803 1.4887 -0.1939
H -2.8359 0.4434 -1.5677
H -4.0919 3.2432 -1.6762
H -4.9687 1.7240 -1.8734
H -3.8012 2.2465 -3.0886
H -3.8181 5.2969 -0.1217
H -4.6119 7.3415 -1.2581
H -3.2093 8.4220 -2.9941
H -1.0185 7.4167 -3.5858
H -0.2618 5.3554 -2.4691
C -2.5265 -1.6609 -3.4996
As -2.1714 -2.2308 -1.6544
C -4.0416 -2.2592 -1.0410
C -2.0558 -4.1534 -2.0484
H -3.2769 -2.3050 -3.9639
H -1.5917 -1.7022 -4.0562
H -2.8781 -0.6298 -3.4995
H -4.6935 -2.7346 -1.7778
H -4.3726 -1.2368 -0.8618
H -4.0945 -2.8103 -0.1007
H -2.9190 -4.4678 -2.6386
H -2.0280 -4.7138 -1.1138
H -1.1403 -4.3584 -2.6024
*
```

The value obtained for the highest occupied orbital energy is -1.5 eV. For the maximum force, the calculation gives 0.025 Eh/bohr. The value obtained for the LUMO energy is 0.1387 Ha. Its total energy is -259674.66505 eV. The orbital gap comes out at 5.3030 eV.

---

6.
DFT (ωB97M-V with the def2-TZVPD basis set) results for 2 unconnected molecules or ions with the total composition CH4N5 in a non-equilibrium geometry.

The geometry in ORCA input format:
```
! RIJCOSX wB97M-V def2-TZVPD def2/J DEFGRID3
* xyz 1 1
C 1.7899 0.2230 0.0380
N -0.8066 0.1197 0.2616
N -1.9193 0.2101 0.0869
N 1.0523 -2.0432 0.2169
N -3.0689 0.1244 -0.0124
N 1.4964 -1.0342 0.1403
H 1.4023 0.8449 0.7891
H 2.8494 0.3857 -0.2444
H 1.0252 0.5585 -0.7857
H -3.8208 0.6111 -0.4903
*
```

The value obtained for the highest occupied orbital energy is -14.3 eV. For the maximum force, the calculation gives 0.144 Eh/bohr. The value obtained for the LUMO energy is -0.2016 Ha. Its total energy is -8540.73438 eV. The orbital gap comes out at 8.8614 eV.

---

Q: Look up the maximum force of the sixth one.
A: 0.144 Eh/bohr

---

Q: What is the formula in the fourth record?
A: C11H15N